Formula: C57H75GeMgN4P3Si
Source: the Open Molecules 2025 dataset
Level of theory: ωB97M-V/def2-TZVPD

As for the relative energy (zero: lowest compared OMol25 entry of this formula, charge and spin): 22.4 kcal/mol. The value obtained for the LUMO energy (alpha / beta) is -2.10 / -4.73 eV. As for the HOMO energy (alpha / beta): -9.7 / -9.5 eV. The calculation puts the gap between HOMO and LUMO (alpha / beta) at 0.28036 / 0.17408 Ha.

ORCA input file:
```
! wB97M-V def2-TZVPD RIJCOSX def2/J DEFGRID3
* xyz 1 2
Mg -0.25 -0.43 1.10
C -1.49 -2.74 -3.34
C -1.03 -3.68 -2.22
C -0.24 -4.84 -2.81
P -0.25 -2.72 -0.82
C 1.25 -1.85 -1.53
N 0.96 -0.74 -2.41
Ge -0.01 0.81 -1.78
N 1.69 1.96 -1.49
C 1.99 2.17 -0.09
P 2.35 0.53 0.73
C 3.09 1.12 2.34
C 2.11 2.10 2.99
C 4.49 1.74 2.31
C 3.74 -0.15 -0.32
C 4.38 -1.32 0.42
C 4.77 0.82 -0.89
C 1.96 2.89 -2.43
C 2.77 4.03 -2.22
C 3.14 4.86 -3.26
C 2.69 4.58 -4.54
C 1.84 3.50 -4.75
C 1.42 2.67 -3.73
N 0.49 1.54 -3.87
C 1.17 0.39 -4.50
C 1.60 0.43 -5.81
C 2.24 -0.65 -6.41
C 2.44 -1.79 -5.66
C 2.01 -1.85 -4.35
C 1.37 -0.77 -3.72
C -0.78 1.78 -4.57
C -0.92 2.42 -5.80
C -2.14 2.57 -6.43
C -3.28 2.05 -5.83
C -3.17 1.40 -4.62
C -1.93 1.24 -3.96
N -1.81 0.57 -2.77
C -3.04 0.28 -2.07
P -2.93 0.12 -0.22
C -4.34 -1.07 0.09
C -3.89 -2.50 -0.24
C -5.66 -0.75 -0.63
C -3.75 1.74 0.24
C -4.12 1.77 1.72
C -2.83 2.89 -0.14
C 0.58 -4.09 0.16
C 1.97 -4.53 -0.30
C 0.65 -3.66 1.63
H -2.31 -3.19 -3.91
H -0.68 -2.54 -4.04
H -1.83 -1.78 -2.95
H -1.92 -4.10 -1.74
H 0.68 -4.50 -3.30
H -0.85 -5.31 -3.58
H 0.01 -5.60 -2.08
H 1.91 -2.57 -1.99
H 1.75 -1.47 -0.63
H 1.11 2.57 0.43
H 2.81 2.86 0.08
H 3.13 0.22 2.97
H 2.13 3.07 2.49
H 2.39 2.26 4.04
H 1.09 1.72 2.98
H 4.52 2.61 1.65
H 5.26 1.04 2.02
H 4.73 2.10 3.32
H 3.20 -0.56 -1.19
H 4.98 -0.98 1.26
H 5.04 -1.87 -0.25
H 3.63 -2.01 0.80
H 5.42 1.25 -0.13
H 4.30 1.63 -1.45
H 5.40 0.27 -1.60
H 3.14 4.25 -1.23
H 3.78 5.71 -3.07
H 2.98 5.20 -5.37
H 1.54 3.34 -5.77
H 1.45 1.32 -6.41
H 2.56 -0.58 -7.43
H 2.93 -2.65 -6.10
H 2.20 -2.77 -3.80
H -0.08 2.83 -6.33
H -2.19 3.06 -7.38
H -4.24 2.14 -6.31
H -4.05 0.95 -4.19
H -3.45 -0.67 -2.43
H -3.79 1.06 -2.24
H -4.51 -1.02 1.17
H -3.78 -2.64 -1.32
H -4.63 -3.22 0.11
H -2.93 -2.73 0.23
H -5.54 -0.74 -1.71
H -6.07 0.21 -0.31
H -6.39 -1.52 -0.39
H -4.66 1.82 -0.35
H -3.25 1.60 2.35
H -4.87 1.01 1.96
H -4.53 2.74 1.98
H -1.89 2.84 0.42
H -3.31 3.85 0.08
H -2.58 2.88 -1.21
H -0.11 -4.93 0.08
H 2.71 -3.75 -0.10
H 2.01 -4.79 -1.36
H 2.26 -5.42 0.27
H 1.34 -2.81 1.73
H 1.03 -4.48 2.24
H -0.33 -3.37 2.02
C -1.98 4.20 4.60
C -2.04 3.20 5.56
C -1.60 1.92 5.26
C -1.07 1.61 4.00
C -1.00 2.64 3.06
C -1.46 3.92 3.35
Si -0.45 -0.13 3.57
C -1.68 -1.38 4.28
C -2.72 -1.88 3.49
C -3.64 -2.79 3.99
C -3.53 -3.22 5.30
C -2.51 -2.74 6.11
C -1.59 -1.83 5.60
C 1.18 -0.34 4.53
C 2.07 -1.36 4.19
C 3.28 -1.52 4.86
C 3.60 -0.67 5.91
C 2.72 0.33 6.28
C 1.53 0.50 5.58
H -2.35 5.20 4.83
H -2.43 3.42 6.54
H -1.69 1.14 6.01
H -0.59 2.43 2.08
H -1.43 4.69 2.58
H -2.81 -1.54 2.46
H -4.43 -3.17 3.35
H -4.24 -3.94 5.70
H -2.43 -3.07 7.13
H -0.79 -1.48 6.23
H 1.82 -2.04 3.39
H 3.95 -2.32 4.58
H 4.54 -0.80 6.44
H 2.95 0.98 7.11
H 0.86 1.31 5.86
*
```

Atom charges from the Mulliken analysis, given in e for atoms 1 to 99:
1. Mg 0.895
2. C -1.795
3. C 0.626
4. C -1.457
5. P 0.125
6. C -1.425
7. N 1.371
8. Ge -0.237
9. N 0.410
10. C -2.283
11. P 0.967
12. C 2.317
13. C -1.964
14. C -1.784
15. C 1.396
16. C -1.330
17. C -1.718
18. C 0.467
19. C -0.514
20. C -0.930
21. C -1.180
22. C -0.846
23. C 1.206
24. N 1.258
25. C 0.815
26. C -0.562
27. C -1.264
28. C -1.099
29. C -0.206
30. C 1.111
31. C 0.836
32. C -0.722
33. C -1.359
34. C -0.904
35. C -0.554
36. C 0.627
37. N 0.940
38. C -3.380
39. P 1.073
40. C 0.242
41. C -1.243
42. C -1.638
43. C 0.075
44. C -1.973
45. C -1.057
46. C 0.542
47. C -1.737
48. C -0.635
49. H 0.583
50. H 0.350
51. H 0.093
52. H 0.558
53. H 0.183
54. H 0.477
55. H 0.423
56. H 0.819
57. H -1.651
58. H 0.098
59. H 0.596
60. H -0.945
61. H 0.536
62. H 0.639
63. H -0.754
64. H 0.281
65. H 0.351
66. H 0.485
67. H -0.611
68. H 0.242
69. H 0.430
70. H 0.065
71. H 0.270
72. H 0.312
73. H 0.504
74. H 0.379
75. H 0.454
76. H 0.421
77. H 0.080
78. H 0.238
79. H 0.448
80. H 0.461
81. H 0.391
82. H 0.077
83. H 0.436
84. H 0.430
85. H 0.568
86. H 0.853
87. H 0.772
88. H 0.292
89. H 0.344
90. H 0.647
91. H -0.064
92. H 0.210
93. H 0.398
94. H 0.501
95. H 0.767
96. H 0.571
97. H 0.286
98. H 0.499
99. H -0.149